(1)
# C11H26FN2O4S2

A cluster of 3 separate species, C11H26FN2O4S2 in total in a non-equilibrium geometry (ωB97M-V/def2-TZVPD, the OMol25 dataset).

HOMO level = -10.05 eV
Energy above the lowest of the compared OMol25 structures with the same formula, charge and spin = 177.0 kJ/mol
Kohn-Sham gap = 0.257 Eh
Net charge = +1

Element x y z (Å)
N 0.626 -1.237 3.096
C 0.879 -0.543 1.826
O 0.630 -1.153 0.752
C 1.406 0.972 1.822
C 2.343 1.314 3.111
C 1.362 1.702 4.318
C 1.496 3.290 4.647
O 0.916 3.665 5.920
C -0.107 2.748 6.356
C 0.425 1.207 6.489
N 1.639 1.008 5.619
F 2.041 -0.283 5.513
H 1.476 -1.743 3.374
H -0.195 -1.851 3.052
H 1.929 1.174 0.832
H 0.453 1.622 1.872
H 2.930 2.255 2.793
H 3.060 0.460 3.327
H 0.307 1.418 3.998
H 2.632 3.476 4.751
H 1.147 3.947 3.787
H -0.924 2.714 5.539
H -0.652 3.087 7.305
H -0.393 0.509 6.108
H 0.684 1.045 7.585
H 2.415 1.542 6.075
C -0.264 -2.829 -1.721
S -1.591 -2.739 -2.942
O -2.441 -3.956 -2.770
C -0.541 -3.010 -4.386
H -0.702 -2.722 -0.728
H 0.243 -3.793 -1.790
H 0.445 -2.018 -1.891
H -0.017 -3.963 -4.293
H 0.177 -2.193 -4.473
H -1.173 -3.030 -5.273
C -1.960 -1.515 -8.181
S -1.299 0.164 -8.116
O -0.611 0.325 -6.800
C -2.898 0.994 -7.996
H -1.124 -2.214 -8.221
H -2.557 -1.718 -7.289
H -2.571 -1.634 -9.077
H -3.437 0.640 -7.116
H -3.480 0.797 -8.898
H -2.723 2.066 -7.907

---

(2)
# C55H56ClN6PSbV

A structure of composition C55H56ClN6PSbV (ωB97M-V/def2-TZVPD, the OMol25 dataset).

HOMO level (alpha / beta) = -15.07 / -15.07 eV
Expectation value of S² = 0.883
Kohn-Sham gap (alpha / beta) = 0.204 / 0.239 Eh
Net charge = +3
Spin multiplicity = 2

Element x y z (Å)
V -0.147 -0.156 -0.769
C 2.059 -2.937 3.382
N 1.451 -2.750 2.063
C 0.958 -1.604 1.566
N 0.442 -1.812 0.353
C 0.590 -3.158 0.079
C 1.233 -3.749 1.144
C 1.598 -5.158 1.350
C 0.613 -6.140 1.245
C 0.949 -7.474 1.411
C 2.264 -7.831 1.680
C 3.246 -6.857 1.783
C 2.917 -5.521 1.616
C 0.009 -3.821 -1.098
C -1.380 -3.855 -1.235
C -1.954 -4.472 -2.337
C -1.144 -5.062 -3.301
C 0.238 -5.050 -3.154
C 0.816 -4.438 -2.051
P 0.959 0.030 2.367
C 1.867 0.842 0.999
N 1.684 0.602 -0.309
C 2.708 1.205 -0.995
C 3.510 1.857 -0.084
N 2.971 1.597 1.159
C 3.535 2.041 2.436
C 4.737 2.635 -0.310
C 4.841 3.951 0.139
C 5.998 4.674 -0.104
C 7.048 4.089 -0.797
C 6.945 2.781 -1.251
C 5.791 2.052 -1.012
C 2.879 1.012 -2.442
C 3.046 2.088 -3.308
C 3.180 1.862 -4.671
C 3.165 0.566 -5.169
C 3.032 -0.513 -4.304
C 2.893 -0.291 -2.942
C -0.805 0.374 1.980
N -1.403 0.023 0.834
C -2.754 0.019 1.033
C -2.992 0.401 2.341
N -1.758 0.627 2.905
C -1.517 1.077 4.278
C -4.271 0.583 3.039
C -5.262 1.358 2.436
C -6.489 1.521 3.058
C -6.732 0.908 4.280
C -5.752 0.129 4.880
C -4.523 -0.037 4.262
C -3.663 -0.473 -0.012
C -4.736 -1.301 0.317
C -5.525 -1.838 -0.688
C -5.251 -1.562 -2.023
C -4.187 -0.738 -2.356
C -3.402 -0.194 -1.349
H 1.668 -2.189 4.065
H 1.800 -3.929 3.741
H 3.141 -2.850 3.315
H -0.412 -5.859 1.039
H 0.185 -8.235 1.333
H 2.523 -8.874 1.809
H 4.270 -7.138 1.986
H 3.693 -4.765 1.674
H -2.011 -3.403 -0.476
H -3.031 -4.506 -2.437
H -1.590 -5.550 -4.157
H 0.864 -5.533 -3.893
H 1.893 -4.448 -1.922
H 4.584 2.273 2.280
H 3.015 2.932 2.785
H 3.443 1.245 3.170
H 4.017 4.418 0.667
H 6.079 5.695 0.243
H 7.951 4.656 -0.986
H 7.766 2.327 -1.790
H 5.710 1.031 -1.364
H 3.083 3.099 -2.918
H 3.309 2.697 -5.346
H 3.281 0.397 -6.231
H 3.062 -1.523 -4.690
H 2.830 -1.131 -2.256
H -2.347 1.708 4.582
H -1.445 0.225 4.952
H -0.593 1.648 4.306
H -5.071 1.829 1.478
H -7.257 2.124 2.592
H -7.690 1.035 4.766
H -5.950 -0.355 5.826
H -3.774 -0.671 4.722
H -4.948 -1.527 1.354
H -6.358 -2.479 -0.431
H -5.878 -1.979 -2.801
H -3.987 -0.499 -3.394
H -2.609 0.504 -1.611
C -3.720 3.310 -1.552
C -2.770 3.337 -0.362
Sb -0.779 2.656 -0.721
C -0.224 3.642 -2.526
C -0.266 5.163 -2.406
C 0.324 3.665 0.815
C -0.312 4.967 1.296
H -4.652 3.807 -1.280
H -3.971 2.299 -1.869
H -3.311 3.847 -2.409
H -3.156 2.790 0.499
H -2.609 4.367 -0.033
H -0.908 3.288 -3.300
H 0.773 3.284 -2.793
H -1.256 5.523 -2.119
H -0.023 5.619 -3.366
H 0.457 5.532 -1.678
H 1.321 3.831 0.399
H 0.434 2.973 1.652
H -0.468 5.681 0.487
H 0.338 5.446 2.030
H -1.273 4.792 1.779
Cl -0.323 0.418 -3.060
C -0.405 -1.252 -2.434
H 0.439 -1.834 -2.788
H -1.396 -1.663 -2.587

---

(3)
# CH4O5

A cluster of 2 separate species, CH4O5 in total in a non-equilibrium geometry (ωB97M-V/def2-TZVPD, the OMol25 dataset).

HOMO level (alpha / beta) = -6.27 / -10.18 eV
Expectation value of S² = 2.007
Kohn-Sham gap (alpha / beta) = 0.257 / 0.290 Eh
Net charge = 0
Spin multiplicity = 3

Element x y z (Å)
C 1.330 -0.075 -0.038
O 2.016 -0.866 0.726
O -1.626 0.698 0.731
O 0.662 2.012 -0.689
O -1.248 -0.530 0.066
O 1.214 1.178 0.184
H 1.168 -0.409 -1.083
H 2.096 -0.695 1.634
H -0.890 1.333 0.479
H -2.012 -1.023 -0.190

---

(4)
# C4H9O3

A cluster of 2 separate species, C4H9O3 in total in a non-equilibrium geometry (ωB97M-V/def2-TZVPD, the OMol25 dataset).

HOMO level = -3.86 eV
Energy above the lowest of the compared OMol25 structures with the same formula, charge and spin = 63.3 kJ/mol
Kohn-Sham gap = 0.268 Eh
Net charge = -1

Element x y z (Å)
O -1.413 -2.737 -1.047
C -0.429 -2.287 -0.422
O 0.329 -2.794 0.410
C -0.212 -0.717 -0.795
C 1.179 -0.159 -0.435
C 1.107 1.361 -0.355
H -0.984 -0.129 -0.296
H -0.422 -0.735 -1.861
H 1.904 -0.396 -1.221
H 1.429 -0.733 0.460
H 0.705 1.662 0.617
H 2.035 1.941 -0.480
H 0.539 1.720 -1.218
H -1.643 2.057 2.409
H -1.830 0.611 1.889
O -2.294 1.336 2.346

---

(5)
# C4H7NO3

The molecule C4H7NO3 in a non-equilibrium geometry (ωB97M-V/def2-TZVPD, the OMol25 dataset).

HOMO level = -7.46 eV
Energy above the lowest of the compared OMol25 structures with the same formula, charge and spin = 325.6 kJ/mol
Kohn-Sham gap = 0.297 Eh
Net charge = 0
SMILES = CC(=O)O/C(N)=C\O

Element x y z (Å)
C 1.332 -1.612 0.113
C 0.734 -0.414 0.765
O 0.620 -0.101 1.898
O 0.872 0.877 -0.420
C -0.432 1.083 -0.219
N -0.784 2.130 0.585
C -1.320 0.109 -0.624
O -1.063 -0.685 -1.716
H 2.262 -1.313 -0.374
H 1.569 -2.327 0.905
H 0.656 -2.030 -0.629
H -1.754 2.219 0.838
H -0.119 2.354 1.312
H -2.361 0.122 -0.351
H -0.211 -0.412 -2.084

---

(6)
# C31H54ClNO2P2PbS2Si2

A structure of composition C31H54ClNO2P2PbS2Si2 in a non-equilibrium geometry (ωB97M-V/def2-TZVPD, the OMol25 dataset).

HOMO level = -7.24 eV
Energy above the lowest of the compared OMol25 structures with the same formula, charge and spin = 0.0 kJ/mol
Kohn-Sham gap = 0.239 Eh
Net charge = 0

Element x y z (Å)
Pb -0.168 0.786 -0.758
C 0.516 -0.161 2.006
C 1.850 0.051 1.549
C 2.081 1.456 1.623
Si 3.114 -1.263 1.145
C 0.915 2.084 2.127
C -0.077 1.088 2.367
Si -1.722 1.352 3.209
H 0.046 -1.134 2.130
H 3.036 1.924 1.377
H 0.779 3.138 2.370
Cl -0.235 2.459 -5.470
C -2.112 -0.112 4.284
C -1.658 2.904 4.228
C 2.835 -2.763 2.211
C 4.825 -0.578 1.381
H -0.685 3.009 4.728
H -2.429 2.823 5.006
H -1.848 3.811 3.641
H -2.656 -0.903 3.752
H -2.727 0.242 5.122
H -1.181 -0.532 4.688
H 4.885 -0.018 2.323
H 5.119 0.080 0.554
H 5.530 -1.419 1.433
H 2.420 -2.452 3.179
H 3.803 -3.254 2.390
H 2.154 -3.498 1.757
C -3.083 1.529 1.883
C 2.851 -1.771 -0.670
P -2.526 2.171 0.267
H -3.857 2.188 2.315
H -3.545 0.538 1.743
P 2.172 -0.499 -1.773
H 2.152 -2.621 -0.678
H 3.803 -2.136 -1.084
C 1.881 -1.322 -3.412
C 3.619 0.633 -2.076
C -2.323 3.993 0.633
C -4.007 2.132 -0.871
C -3.782 1.151 -2.027
H -4.049 3.147 -1.296
C -5.321 1.826 -0.155
H -5.301 0.825 0.294
H -6.136 1.849 -0.891
H -5.555 2.554 0.629
H -2.910 1.412 -2.645
H -4.656 1.171 -2.692
H -3.657 0.120 -1.671
H -1.596 4.035 1.463
C -3.628 4.669 1.073
C -1.710 4.694 -0.585
H -4.033 4.263 2.010
H -4.401 4.597 0.296
H -3.427 5.738 1.235
H -0.706 4.320 -0.827
H -1.609 5.764 -0.373
H -2.347 4.599 -1.474
H 3.931 0.945 -1.065
C 3.148 1.866 -2.856
C 4.797 -0.052 -2.771
H 5.214 -0.896 -2.206
H 5.600 0.688 -2.888
H 4.528 -0.401 -3.776
H 2.457 2.492 -2.273
H 2.650 1.592 -3.798
H 4.018 2.488 -3.107
C 0.374 -1.530 -3.589
C 2.632 -2.638 -3.597
H 2.235 -0.589 -4.158
H 2.326 -3.387 -2.853
H 3.721 -2.518 -3.562
H 2.377 -3.033 -4.590
H -0.041 -2.127 -2.754
H 0.188 -2.086 -4.519
H -0.176 -0.577 -3.654
C -0.202 2.938 -3.765
H 0.066 2.084 -3.110
H 0.552 3.743 -3.654
H -1.193 3.316 -3.492
O 1.665 -4.616 -1.029
S 0.220 -4.787 -1.000
O -0.351 -5.792 -1.859
N -0.542 -3.323 -1.125
C -1.084 -2.887 0.012
S -1.781 -1.323 0.059
C -0.957 -3.839 1.119
C -1.370 -3.763 2.454
C -0.979 -4.768 3.348
C -0.211 -5.860 2.905
C 0.171 -5.975 1.554
C -0.242 -4.965 0.690
H -2.036 -2.950 2.741
H -1.280 -4.710 4.396
H 0.094 -6.640 3.608
H 0.760 -6.810 1.169

---

| no. | calculated total energy (Ha) |
| --- | --- |
| 1 | -1740.96650 |
| 2 | -4442.98532 |
| 3 | -416.32402 |
| 4 | -383.58243 |
| 5 | -437.01936 |
| 6 | -4130.01692 |